(1)
102
Properties=species:S:1:pos:R:3 method="wB97M-V/def2-TZVPD" largest_force_ev_per_a=3.81 total_energy_ha=-3802.4006 relative_energy_kcal_mol=32.7 multiplicity=8 s_squared=15.7591 lumo_ev="0.10 / 0.10" gap_ev="6.5 / 6.9"
H 1.260 3.111 -3.918
Eu -1.015 -0.876 1.053
O -0.166 -2.041 3.639
C 0.432 -5.589 -0.368
N -4.869 -1.048 -0.297
H -0.359 2.975 -5.766
N -2.263 3.538 0.109
C -0.378 0.867 -5.795
C 5.098 -2.455 -2.589
H -0.019 -6.549 -0.605
H -2.628 4.447 -0.124
H -0.357 -1.198 -5.615
C 1.835 1.225 3.362
C 4.521 4.795 -1.719
H -1.797 -3.184 3.170
C -0.028 2.083 -5.255
H 5.049 1.437 -1.442
H -4.530 2.396 2.539
H -4.640 -1.657 -1.064
C 0.751 2.159 -4.125
H -3.693 2.554 -1.024
C 3.279 -0.437 -2.265
N -4.546 -0.676 1.946
C 0.357 -4.457 -1.449
H 3.884 -3.545 -1.146
H -5.642 -0.162 -2.723
C -0.058 -0.310 -5.157
H 6.107 -1.107 -3.965
H 1.438 -5.712 0.006
O -0.798 1.415 0.057
H -1.325 2.181 3.000
H -6.031 1.836 3.285
H 1.855 0.847 4.331
H 2.475 -2.901 2.255
N 1.085 3.594 -1.228
C 4.296 -0.254 -3.180
H -1.447 -3.266 4.931
C 2.201 -2.164 2.981
H 0.823 -3.801 3.252
H -6.318 1.368 -2.156
H 2.286 -1.733 -0.848
C 0.802 -0.263 -3.998
P 2.169 0.926 -1.969
H -5.654 2.104 0.581
H 3.069 -2.061 3.658
N -0.359 -3.534 0.668
C -2.292 -1.392 4.364
C 3.078 2.429 -1.779
H 2.517 0.644 1.408
H 2.352 2.203 3.238
H -4.397 0.996 3.763
H -1.819 1.129 5.321
S -3.341 -2.855 0.852
H -2.159 2.694 -1.874
C 0.041 -3.244 -0.578
C 5.187 3.557 -1.727
C -1.963 1.216 -0.419
H 6.258 3.470 -1.807
H 5.166 5.655 -1.957
H 0.627 4.416 -0.745
H 3.606 0.086 2.728
H 1.285 -4.291 -1.962
H -1.279 3.482 0.226
H 5.922 -3.169 -2.650
O 1.799 -1.022 2.248
C -0.600 1.818 3.697
C 3.137 4.847 -1.530
H -0.346 0.090 5.039
C 0.971 -2.833 3.692
C -5.067 0.524 1.805
H 1.327 -3.069 4.741
C 2.432 3.625 -1.445
H -0.971 0.832 -6.724
C -5.026 1.466 2.974
O -1.943 -0.150 3.740
H -0.387 -4.666 -2.302
H -4.606 1.084 -2.459
C -0.363 -4.966 0.801
H -2.430 -1.219 5.474
C -2.638 2.550 -0.903
O -2.551 0.046 -0.567
H 4.314 0.603 -3.838
C -4.337 -1.477 0.907
H 1.179 -1.179 -3.550
C -5.330 0.219 -0.600
H -3.283 -1.694 3.897
C 4.519 2.384 -1.578
C -1.394 -2.587 4.044
C -5.522 0.663 -2.032
C -1.137 0.704 4.559
O -0.998 -5.558 1.647
C 3.106 -1.672 -1.557
C 2.520 0.255 2.439
O 0.038 -2.068 -1.019
H 2.729 5.845 -1.243
C 5.238 -1.269 -3.328
C 4.017 -2.651 -1.698
H -0.185 2.609 4.320
O 0.448 1.271 2.874
C -5.423 1.050 0.541
C 1.183 0.990 -3.473
H 0.639 2.700 -1.030



(2)
95
Properties=species:S:1:pos:R:3 method="wB97M-V/def2-TZVPD" largest_force_ev_per_a=4.41 total_energy_ha=-2732.5668 charge=+4 multiplicity=5 s_squared=6.0596 lumo_ev="-12.64 / -15.57" gap_ev="5.2 / 2.2"
H -5.208 4.747 -0.759
C -3.079 -0.038 -0.541
H 2.030 1.536 -2.141
H 4.452 5.692 0.926
H 2.728 5.622 -1.121
H -7.423 -3.821 -3.725
C -3.706 2.697 -0.627
C 0.372 -0.310 3.486
H -5.257 -3.963 -5.006
C 1.612 -1.227 3.662
C -4.114 -2.585 -2.069
H 2.010 -1.201 4.646
Pd -0.379 -0.926 0.383
H -3.617 -0.018 -2.594
H 4.427 -2.663 -0.719
H -0.424 -0.621 4.161
H 2.325 2.498 3.434
C 3.651 3.605 0.761
H 2.535 1.118 4.370
H 2.710 -2.723 -2.576
C 0.398 -4.994 1.615
H 3.604 -1.232 2.818
C 3.644 -1.860 -0.784
H 0.590 5.734 1.067
N -2.514 -1.294 -0.476
H -3.602 2.641 1.496
C -3.437 2.041 0.596
N -0.232 -3.123 0.231
C -6.510 -2.867 -2.037
C 1.083 5.046 0.347
H 1.716 -0.639 -3.353
H 2.150 6.758 0.155
C -3.835 1.895 -1.794
C -6.490 -3.511 -3.324
H -5.417 -1.841 -0.511
H 3.461 0.859 -2.799
O 0.746 0.671 0.548
C -1.715 -4.123 -2.568
S -2.668 -3.885 -3.932
H 5.203 -0.422 -1.009
C 2.087 1.473 3.481
C -3.594 0.579 -1.711
C -4.108 -3.207 -3.316
H 1.127 -0.864 -1.744
H -7.472 -2.731 -1.546
N -1.803 -3.379 -1.475
H -0.931 -4.911 -2.643
C -3.126 0.713 0.676
H -2.036 -5.879 -0.533
O -4.324 5.039 -1.050
C 2.052 -0.659 -2.326
C 1.102 3.762 1.067
H 3.767 0.988 2.316
H 4.693 -0.672 0.628
C 2.370 5.671 -0.011
C 0.656 1.186 3.642
C -5.277 -2.413 -1.413
H 3.968 -1.521 -2.765
C 3.511 5.195 0.926
H 4.027 1.561 -0.739
C 0.495 -3.652 1.207
H -4.167 2.354 -2.767
H -2.269 -1.613 -2.529
C -1.333 -5.268 -0.023
C 4.320 -0.584 -0.384
H 1.232 -3.045 1.693
H 2.145 3.080 -0.650
P 2.218 1.176 0.681
C 2.613 -0.880 2.571
O -2.208 4.388 -0.670
C -3.397 4.143 -0.751
C -1.086 -3.938 -0.382
H 4.004 3.283 1.758
C 2.696 0.689 2.341
C 3.079 -1.768 -2.191
H -0.836 -6.783 1.393
H 1.013 -5.334 2.454
H 0.332 1.491 4.627
C -5.302 -3.631 -3.948
H 3.068 5.116 2.021
C -0.571 -5.793 1.003
H 4.328 3.283 -0.013
H 0.255 3.098 1.078
C 3.378 0.664 -0.643
C -2.690 -2.111 -1.636
C 2.711 0.665 -2.021
C 2.247 2.983 0.462
H 0.062 1.768 2.897
H 2.890 -2.138 -0.077
H 2.247 -1.376 1.630
H 1.205 -2.263 3.559
H 0.495 5.158 -0.590
H -0.008 -0.571 2.404
H -2.983 0.302 1.648
H 1.310 3.902 2.146



(3)
104
Properties=species:S:1:pos:R:3 method="wB97M-V/def2-TZVPD" largest_force_ev_per_a=1.03 total_energy_ha=-3583.7832 relative_energy_kcal_mol=26.4 multiplicity=1 lumo_ev="0.11 / 0.11" gap_ev="6.7 / 6.7"
O -0.320 1.357 1.367
H 1.411 4.774 -4.383
C -0.602 -4.325 1.135
C -1.991 5.493 -0.885
C 2.415 5.120 -2.504
C 3.286 -2.660 4.121
C -2.026 -2.105 3.025
H -0.413 -6.393 0.618
C -1.455 1.936 6.122
H 2.985 7.132 -1.980
Al -0.510 1.307 -0.468
H -3.201 -2.969 1.449
H -1.484 5.813 -1.800
C -1.682 4.955 1.538
H 0.650 1.549 5.973
C 3.792 4.585 -2.873
H 0.236 0.411 -3.363
C -0.094 6.483 0.404
H 4.198 2.924 0.734
H 2.331 3.472 3.877
C -0.476 1.211 -3.454
H -2.145 5.867 1.921
C -0.692 -2.738 -0.687
O 1.884 4.087 1.365
H 4.003 4.753 -3.931
H 3.176 6.410 1.713
C -4.319 -2.424 4.600
H -5.208 -2.545 5.207
N -2.385 3.472 -5.073
C 4.019 3.057 1.804
N -1.688 2.671 -4.192
N -1.844 2.765 -2.917
C 3.240 -1.726 3.097
H -5.216 -3.254 2.836
N -1.066 1.828 -2.420
S 1.651 1.871 -0.866
C 0.853 -2.065 2.879
C 2.351 6.628 -2.711
C -1.501 1.641 3.386
C -3.188 -2.660 2.488
C -3.170 -1.867 5.145
H 2.147 -4.014 5.337
H 0.596 1.277 3.496
O -0.222 4.079 -0.161
H 4.227 -2.896 4.601
H -1.852 3.546 -5.928
H -3.567 2.283 5.963
H 0.003 -3.474 4.266
H 0.574 6.624 -0.446
H -2.697 6.270 -0.585
O 2.226 4.888 -1.107
C -0.284 1.652 5.436
H -2.585 4.359 -4.631
C -4.325 -2.819 3.270
C 0.908 -2.987 3.923
H 3.669 4.621 4.108
H 1.328 6.992 -2.593
H -2.535 4.573 -1.098
H 1.447 3.358 -3.311
C -0.300 1.501 4.057
H -0.639 -4.530 2.199
H 1.991 -0.694 1.686
H 4.558 5.083 -2.277
C 2.778 4.401 3.516
C -0.545 -3.819 -1.571
Si 1.411 3.832 -0.169
H 4.023 5.470 0.482
H 4.145 -1.226 2.776
C -2.037 -1.702 4.362
H 2.697 6.888 -3.714
H -2.460 4.202 1.410
H 2.053 5.204 3.658
H 0.519 6.385 1.302
O -2.282 1.699 0.002
C 3.132 4.273 2.043
C 2.117 -3.286 4.536
C -0.976 5.249 0.221
H 4.979 3.178 2.310
H -1.438 2.054 7.198
H -3.609 2.005 3.498
H 3.834 3.514 -2.667
C -0.466 -5.375 0.252
H -0.728 7.364 0.505
C -2.686 1.915 4.053
H -1.148 -1.256 4.796
H 3.530 2.154 2.176
C -0.391 -5.108 -1.117
C -1.264 -1.492 -1.253
H -3.158 -1.556 6.183
N -2.526 1.713 1.268
N -1.480 1.540 1.953
N -0.860 1.737 -4.607
H 4.758 5.692 2.086
H -0.550 -3.608 -2.635
H -0.247 -5.918 -1.821
C -0.661 -2.997 0.694
C 1.334 4.442 -3.346
C 3.819 5.542 1.550
P -0.648 -1.616 1.916
C -2.653 2.061 5.428
H -0.956 4.598 2.273
H 0.347 4.703 -2.955
C 2.030 -1.428 2.484
O -0.722 -0.396 -0.916



(4)
113
Properties=species:S:1:pos:R:3 method="wB97M-V/def2-TZVPD" largest_force_ev_per_a=1.23 total_energy_ha=-6494.9635 charge=-1 multiplicity=1 lumo_ev=1.85 gap_ev=7.1
H -0.311 8.478 -5.266
S 2.979 -4.572 -0.791
P 3.299 -2.723 -1.267
H 0.095 -0.724 1.525
H -8.264 -1.718 2.319
C 1.307 -3.834 -5.872
H -8.476 -4.023 4.016
F 6.921 3.584 -3.172
C 0.637 -4.590 -6.800
C -7.979 0.800 4.354
H 2.303 3.247 -3.461
C 5.311 3.688 -1.458
C -8.695 -0.053 5.150
C 1.319 -0.668 -0.209
C -2.400 8.897 -4.607
H -7.266 0.575 2.381
H -10.254 -5.782 3.872
H -4.654 5.585 0.617
O 0.266 0.000 -0.876
H -2.449 4.459 0.990
H 3.971 0.058 -0.937
H 4.505 1.958 -2.441
H 5.715 1.582 -1.180
H 0.228 -6.795 -6.829
H -4.145 8.519 -3.251
C -4.554 4.605 1.050
H -0.909 2.415 -3.813
H -9.453 -2.115 4.731
C -4.804 2.569 1.966
C 4.714 -5.730 3.832
H 3.878 -5.456 3.210
H -6.951 -7.179 6.300
H 2.250 0.351 1.433
H -6.488 -4.675 5.380
H 3.235 -2.851 3.272
H 6.794 -7.441 5.725
C -7.336 -5.320 5.227
H -1.890 1.727 -1.569
C 1.843 -1.537 -1.411
H -2.990 2.827 -2.440
C 6.785 3.919 -1.875
C 6.258 -6.714 5.138
C -9.339 -5.908 4.425
H 1.506 -2.777 -5.827
H -7.606 1.794 4.535
O 0.356 2.995 -2.242
H -1.047 4.087 -3.305
N -8.399 -4.916 4.468
C -5.497 3.719 1.498
F 7.725 4.426 0.902
C -8.873 -6.960 5.167
H 2.251 -4.382 -4.067
N -1.116 7.391 -3.619
N -7.763 0.176 3.157
N -3.325 4.035 1.234
C -3.465 2.795 1.787
C -7.599 -6.586 5.677
H 4.451 -7.817 4.400
C -3.132 8.298 -3.545
C -8.917 -1.240 4.402
H 4.719 -2.837 0.263
F 5.126 4.285 -0.263
C 6.645 -5.419 4.923
H 7.506 -4.871 5.263
H -1.970 3.452 -1.149
C 3.679 0.693 -0.110
O 3.986 -2.618 -2.710
C -2.311 7.374 -2.956
H -6.563 3.877 1.488
H -2.475 6.707 -2.127
H -9.385 -7.894 5.326
C 1.352 -5.949 -5.158
C 5.032 -6.912 4.444
C -1.161 8.315 -4.625
C 4.870 2.227 -1.444
N 5.700 -4.828 4.128
C 7.859 3.145 -1.064
C 7.670 3.154 0.465
C 1.656 -2.070 1.857
H -2.607 2.180 1.999
H -9.022 0.150 6.156
F 9.055 3.718 -1.330
F 7.055 5.233 -1.751
B 0.776 0.297 -2.268
H 0.173 -4.218 -7.698
O 1.985 -0.646 -2.400
N 1.740 -4.670 -4.885
C -2.008 2.734 -1.970
H 0.007 -2.190 0.568
H 6.745 2.677 0.790
H -0.115 0.021 -3.074
O 2.261 2.280 -3.433
H 4.390 0.515 0.706
C 0.694 -1.436 0.954
B 1.184 1.913 -2.650
H -2.745 9.664 -5.280
C 0.665 -5.937 -6.345
O 4.338 -2.089 -0.222
C 2.238 0.481 0.348
H -0.328 6.807 -3.401
C -8.328 -1.068 3.176
C -0.882 3.067 -2.934
H 1.592 -6.756 -4.487
F 4.575 4.393 -2.363
H 5.728 -3.877 3.811
H 1.740 1.429 0.162
Br 0.342 -2.817 -1.949
H 4.518 -1.820 -2.835
F 7.927 1.869 -1.491
O 3.843 2.069 -0.502
F 8.714 2.477 1.004
H -5.234 1.675 2.387
C 2.492 -2.429 2.641